[1]
Below is one molecule with the formula C7H10O in a non-equilibrium geometry, with properties calculated with ωB97M-V/def2-TZVPD.

Energy above the lowest of the compared OMol25 structures with the same formula, charge and spin = 115.6 kcal/mol
Charge = 0
DFT total energy = -347.77899 Eh
HOMO level = -8.19 eV
SMILES = C1=CC2(CCC2)CO1
2S+1 = 1

Each line ends with the Löwdin charge.
Atoms and positions in Å:
C  2.060364  0.549875  0.051479  -0.191
C  0.900709  1.197577  0.273994  -0.042
C  -0.194033  0.196309  0.026456  -0.392
C  -1.335282  0.699341  -0.940751  -0.116
C  -2.284746  -0.314204  -0.112100  -0.179
C  -1.301840  -0.089168  1.068331  -0.202
C  0.618611  -1.222129  -0.232438  -0.065
O  1.924322  -0.726948  -0.211123  -0.120
H  3.108144  0.856061  0.174654  0.130
H  0.981372  2.345206  0.771013  0.173
H  -1.734486  1.754145  -0.881322  0.122
H  -1.215902  0.679068  -1.983625  0.068
H  -3.552729  -0.212397  -0.119675  0.151
H  -1.950900  -1.513165  -0.247708  0.135
H  -1.647766  0.597078  1.866266  0.112
H  -1.241362  -1.153188  1.522259  0.103
H  0.423300  -1.809736  -1.129145  0.120
H  0.653046  -1.833089  0.906442  0.194

Forces on atoms 1 to 3 (eV/Å):
C -0.571 1.760 1.203
C 2.140 2.212 1.538
C -1.231 0.943 0.467


[2]
Below is one molecule with the formula C7H10O in a non-equilibrium geometry, with properties calculated with ωB97M-V/def2-TZVPD.

Energy above the lowest of the compared OMol25 structures with the same formula, charge and spin = 90.5 kcal/mol
Charge = 0
DFT total energy = -347.65071 Eh
⟨S²⟩ = 2.046
HOMO level (alpha / beta) = -7.76 / -7.90 eV
2S+1 = 3

Each line ends with the Löwdin charge.
Atoms and positions in Å:
C  -1.970766  -0.925064  0.050841  0.156
C  -0.773774  0.771271  0.305915  0.202
C  -2.096602  0.498838  0.258893  -0.606
C  -1.242587  -2.144692  -0.080085  -0.089
C  1.113207  0.318650  -1.245356  -0.062
C  1.448779  1.499806  0.913745  -0.080
C  0.627105  0.418521  0.198489  -0.459
O  -3.087580  1.190392  0.269370  0.009
H  -1.762862  -2.817902  0.679844  0.114
H  -0.221817  -2.050566  0.204544  0.070
H  -1.709605  -2.620748  -0.939350  0.091
H  1.396402  1.224589  -1.663320  0.052
H  0.429256  -0.138139  -1.942341  0.079
H  2.093180  -0.252723  -1.122133  0.109
H  1.199613  1.566972  2.026498  0.108
H  1.114253  2.515668  0.753692  0.069
H  2.526615  1.400594  0.551625  0.109
H  0.917184  -0.455470  0.779134  0.127

Forces on atoms 1 to 3 (eV/Å):
C 0.930 2.228 0.108
C 1.168 -2.116 -0.068
C -0.557 0.007 0.342


[3]
Below is C7H10O2 as an isolated structure in a non-equilibrium geometry, with properties calculated with ωB97M-V/def2-TZVPD.

Energy above the lowest of the compared OMol25 structures with the same formula, charge and spin = 105.4 kcal/mol
Charge = 0
DFT total energy = -423.03192 Eh
HOMO level = -8.41 eV
2S+1 = 1

Each line ends with the Löwdin charge.
Atoms and positions in Å:
C  -1.379043  -2.143765  -0.740013  0.064
C  1.313310  0.001910  1.173794  -0.126
C  -0.483607  -1.143742  -0.770281  -0.117
C  0.478626  1.005481  0.368971  -0.191
C  -0.822052  -0.992384  1.174406  0.036
C  -0.772289  0.108136  0.020303  -0.476
C  1.159322  1.810704  -0.807986  -0.011
O  0.383352  -0.929002  1.719891  -0.090
O  -1.935956  0.818673  -0.221493  0.010
H  -2.306216  -2.226766  -0.253361  0.056
H  -1.015381  -3.059663  -1.224465  0.083
H  2.110770  -0.480113  0.689220  0.114
H  1.782287  0.295248  2.068913  0.114
H  0.383007  -1.292087  -1.240611  0.082
H  0.028272  1.726430  1.015347  0.132
H  1.839233  2.488506  -0.372848  0.063
H  0.404692  2.371504  -1.272812  0.060
H  1.544256  1.235770  -1.592199  0.058
H  -2.712583  0.405160  0.265225  0.138

Forces on atoms 1 to 3 (eV/Å):
C 2.051 -1.294 -1.053
C -1.013 0.897 0.282
C -4.292 1.635 0.500


[4]
Below is one molecule with the formula C7H10O2 in a non-equilibrium geometry, with properties calculated with ωB97M-V/def2-TZVPD.

Energy above the lowest of the compared OMol25 structures with the same formula, charge and spin = 94.1 kcal/mol
Charge = 0
DFT total energy = -423.04994 Eh
HOMO level = -9.89 eV
SMILES = O=C(O)C1=CCCCC1
2S+1 = 1

Each line ends with the Löwdin charge.
Atoms and positions in Å:
O  -0.203628  -2.022019  -1.703754  0.069
C  -0.805218  -1.262563  -0.929022  -0.563
O  -2.101131  -1.295173  -1.074713  0.034
C  -0.238216  -0.230402  -0.159098  -0.188
C  -0.913634  0.640406  0.509192  -0.002
C  -0.277519  1.632362  1.473994  -0.206
C  1.137193  1.363965  1.663017  -0.301
C  1.870523  1.158141  0.399464  -0.190
C  1.313721  -0.208873  -0.266545  -0.080
H  -2.468749  -1.049149  -2.139184  0.275
H  -1.964822  0.656089  0.764799  0.125
H  -0.438154  2.665613  1.114863  0.120
H  -0.697324  1.739558  2.598836  0.166
H  1.279771  0.404532  2.502099  0.195
H  1.764598  1.958300  2.224521  0.069
H  2.016023  1.954999  -0.241680  0.060
H  3.169597  1.056559  0.496846  0.179
H  1.595569  -0.476670  -1.528258  0.205
H  1.660458  -0.930505  0.288878  0.034

Forces on atoms 1 to 3 (eV/Å):
O 0.670 1.075 1.878
C 0.914 -2.970 -5.363
O -5.565 2.076 -3.241


[5]
Below is one molecule with the formula C7H10O2 in a non-equilibrium geometry, with properties calculated with ωB97M-V/def2-TZVPD.

Energy above the lowest of the compared OMol25 structures with the same formula, charge and spin = 67.0 kcal/mol
Charge = 0
DFT total energy = -423.09309 Eh
HOMO level = -9.06 eV
SMILES = C=C1CO[C@@H]2CC[C@]12O
2S+1 = 1

Each line ends with the Löwdin charge.
Atoms and positions in Å:
C  -2.307174  0.335645  -0.415796  0.071
C  -1.051277  0.421063  -0.064811  -0.210
C  -0.270369  1.784699  -0.003119  -0.151
O  0.787230  1.548202  0.869012  -0.098
C  1.240777  0.154464  0.819489  -0.134
C  1.874114  -0.318898  -0.477039  -0.095
C  0.681085  -1.267158  -0.806928  -0.033
C  -0.201456  -0.708647  0.408544  -0.324
O  -0.778570  -1.716686  1.228413  0.013
H  -2.743053  -0.619455  -0.672617  0.077
H  -2.895488  1.149985  -0.637520  0.040
H  -0.080459  2.260574  -0.942333  0.113
H  -0.994463  2.453298  0.526776  0.136
H  1.649389  -0.215196  1.694204  0.120
H  2.826015  -0.794369  -0.336143  0.099
H  2.113620  0.463979  -1.151442  0.103
H  0.151212  -1.036721  -1.654569  0.083
H  0.861913  -2.246914  -0.569284  0.086
H  -0.863054  -1.647859  2.185159  0.104

Forces on atoms 1 to 3 (eV/Å):
C 0.181 -1.942 -0.531
C 0.941 1.111 0.423
C -2.806 -1.448 2.019


[6]
Below is a 2-piece molecular cluster, C7H10O2P overall in a non-equilibrium geometry, with properties calculated with ωB97M-V/def2-TZVPD.

Energy above the lowest of the compared OMol25 structures with the same formula, charge and spin = 85.7 kcal/mol
Charge = -1
DFT total energy = -764.44895 Eh
HOMO level (alpha / beta) = -1.87 / -3.37 eV
2S+1 = 1

Each line ends with the Löwdin charge.
Atoms and positions in Å:
C  0.903905  1.028427  -3.364512  -0.042
C  -0.669969  -3.019061  1.121396  -0.066
C  1.034639  1.583020  -2.152991  -0.241
C  -0.331307  -2.102360  2.120003  -0.321
C  -0.181092  1.772539  0.223226  -0.199
C  0.360222  1.052857  -1.062233  -0.385
C  1.071579  0.907046  0.344973  -0.094
O  -2.779468  -0.825091  2.121759  -0.345
O  -0.988724  -0.127904  3.801864  -0.342
P  -1.385373  -0.835350  2.597013  0.463
H  1.460854  1.238705  -4.278046  0.025
H  0.286880  0.116753  -3.374848  0.041
H  0.071925  -3.669827  0.678966  0.028
H  -1.746745  -3.172671  0.839718  0.057
H  1.597769  2.455906  -1.990728  0.087
H  0.739080  -2.052674  2.553001  0.091
H  -0.271062  2.863336  0.250595  0.070
H  -1.149118  1.359289  0.556265  0.055
H  -0.079696  0.078981  -1.385876  0.114
H  2.055702  1.348078  0.400456  0.003

Forces on atoms 1 to 3 (eV/Å):
C 0.173 -0.933 -0.227
C -0.737 1.108 1.747
C 0.127 0.764 -2.131